# 1
{
  "formula": "C13H34N4O5P",
  "method": "ωB97M-V/def2-TZVPD",
  "e_homo_ev": -11.26,
  "charge": 1,
  "elements": ["C", "C", "C", "C", "C", "C", "N", "C", "N", "N", "P", "N", "O", "O", "H", "H", "H", "H", "H", "H", "H", "H", "H", "H", "H", "H", "H", "H", "H", "H", "H", "H", "H", "H", "C", "O", "C", "C", "O", "C", "C", "O", "C", "H", "H", "H", "H", "H", "H", "H", "H", "H", "H", "H", "H", "H", "H"],
  "xyz": [[4.146883, 1.506470, -1.653945], [5.212941, 0.831532, -2.673402], [4.712460, 0.797586, -4.183785], [3.472144, -0.176381, -4.475434], [3.316067, -1.403803, -3.467347], [2.077584, -1.221179, -2.442928], [0.843513, -0.907308, -3.230071], [-0.272611, -0.588041, -2.422921], [-0.204019, -0.015458, -1.211059], [-1.611677, -0.868256, -2.976806], [-2.436642, 0.590557, -3.539433], [-2.527041, 0.681167, -5.130570], [-4.052007, 0.499123, -2.968848], [-1.641070, 2.025524, -2.986287], [3.979799, 0.722235, -0.829996], [3.168179, 1.764619, -2.164871], [4.621990, 2.393435, -1.136787], [6.118438, 1.536571, -2.653903], [5.606383, -0.164818, -2.286413], [4.346483, 1.860194, -4.421619], [5.559901, 0.610975, -4.932748], [2.540396, 0.467931, -4.580928], [3.657282, -0.626618, -5.514158], [4.268819, -1.711679, -2.938128], [3.016600, -2.309095, -4.110352], [1.932505, -2.246171, -1.943447], [2.302909, -0.498430, -1.604368], [0.631032, -1.742184, -3.800651], [-0.809320, -0.225491, -0.412827], [0.489665, 0.736081, -1.092089], [-2.192768, -1.258166, -2.200140], [-3.526290, 0.677907, -5.384592], [-4.259845, 1.405395, -2.639384], [-2.377793, 2.550855, -2.592834], [-3.669744, -0.704147, 1.780866], [-2.580028, -0.406000, 2.629211], [-2.375057, 0.995246, 2.789163], [-1.804946, 1.301050, 4.170391], [-2.768663, 1.226993, 5.218214], [-3.241407, -0.075769, 5.564874], [-2.208265, -0.938535, 6.273851], [-1.242268, -1.434046, 5.352155], [0.038569, -1.593780, 5.933484], [-3.447905, -0.407422, 0.748528], [-3.843938, -1.780752, 1.811358], [-4.580655, -0.206014, 2.129547], [-3.312021, 1.545670, 2.655199], [-1.658172, 1.311975, 2.020340], [-1.461765, 2.340721, 4.166055], [-0.931809, 0.686935, 4.394805], [-3.666280, -0.582775, 4.698253], [-4.067811, 0.094070, 6.260589], [-2.701377, -1.805077, 6.729893], [-1.726559, -0.350825, 7.064668], [0.374735, -0.661014, 6.397178], [0.741167, -1.852338, 5.140672], [0.023310, -2.399244, 6.673778]],
  "forces_ev_per_a": [[0.79, -1.42, 0.33], [0.59, 1.26, -0.22], [-0.32, 0.65, 0.08], [0.96, -0.09, -0.59], [-1.49, -0.16, -0.69], [2.30, -1.13, 0.26], [-2.74, -0.13, 3.72], [0.11, -1.03, -1.77], [1.25, 0.48, -0.69], [1.34, 0.97, 1.87], [-2.38, 1.96, -4.72], [0.25, -0.53, 2.94], [3.02, 1.03, 0.92], [-1.96, -2.78, 0.72], [-0.13, 1.27, -1.03], [1.17, -0.15, 0.63], [-0.83, -0.88, -0.78], [-1.16, -1.15, -0.13], [-0.71, 1.24, -0.57], [0.62, -1.43, 0.31], [-1.10, 0.02, 1.33], [0.96, -1.10, 0.39], [-0.40, 0.69, 1.46], [-1.26, 0.61, -0.49], [0.47, 1.14, 0.95], [0.01, 1.45, -0.60], [-0.43, -0.53, -1.37], [-0.34, 1.12, -0.40], [-0.22, 0.36, -0.86], [-0.07, -0.98, 0.34], [0.35, 0.25, -0.71], [0.68, -0.09, -0.06], [-0.34, -0.93, -0.16], [0.97, -0.03, -0.28], [0.20, -0.12, 0.36], [-0.27, 0.07, -0.15], [0.26, -0.41, 0.33], [-0.18, 0.22, 0.11], [0.16, -0.17, -0.33], [0.00, 0.04, 0.27], [-0.05, -0.21, -0.33], [0.19, 0.35, -0.01], [-0.23, -0.11, -0.12], [-0.17, 0.10, -0.18], [0.13, 0.06, -0.01], [0.00, 0.06, -0.18], [-0.01, -0.01, 0.02], [0.03, 0.29, -0.03], [-0.15, -0.03, 0.00], [-0.09, -0.20, -0.17], [0.20, -0.13, -0.02], [0.13, 0.09, 0.02], [-0.14, 0.13, 0.16], [-0.03, 0.01, -0.06], [0.02, -0.03, 0.12], [-0.11, -0.06, 0.00], [0.14, 0.06, 0.09]],
  "nbo_charge": [-0.6379, -0.4182, -0.4080, -0.4358, -0.4187, -0.2525, -0.5246, 0.7505, -0.7913, -0.9398, 2.1858, -1.2684, -0.9349, -0.9393, 0.1970, 0.1937, 0.2376, 0.2268, 0.2040, 0.2110, 0.2272, 0.2155, 0.2326, 0.2476, 0.2113, 0.2152, 0.2265, 0.4428, 0.4546, 0.4491, 0.4328, 0.4045, 0.4983, 0.5013, -0.2467, -0.5483, -0.0911, -0.0888, -0.5325, -0.0884, -0.0980, -0.5550, -0.2502, 0.1295, 0.2039, 0.1829, 0.1823, 0.1460, 0.1919, 0.1942, 0.1826, 0.1972, 0.1813, 0.1802, 0.1673, 0.1874, 0.1756]
}

# 2
{
  "formula": "C13H35BCuNO7",
  "method": "ωB97M-V/def2-TZVPD",
  "e_homo_ev": [-4.85, -4.82],
  "charge": -1,
  "e_above_lowest_ev": 1.992,
  "s2": 0.759,
  "spin_multiplicity": 2,
  "elements": ["Cu", "C", "O", "O", "O", "B", "H", "H", "H", "H", "C", "O", "C", "C", "N", "C", "C", "O", "C", "H", "H", "H", "H", "H", "H", "H", "H", "H", "H", "H", "H", "H", "H", "H", "C", "C", "C", "O", "H", "H", "H", "H", "H", "H", "H", "H", "C", "C", "C", "O", "H", "H", "H", "H", "H", "H", "H", "H"],
  "xyz": [[-0.908605, -0.494985, -0.207778], [-3.346848, -1.883881, 0.218869], [-3.107595, -1.708501, -0.979159], [-2.820651, -1.115290, 1.024138], [-4.555867, -1.650775, 0.350385], [-2.682043, 2.023574, 1.603568], [-2.467227, 1.323570, 0.811046], [-2.716849, 1.442561, 2.512114], [-1.969289, 2.821253, 1.744714], [-3.639612, 2.505768, 1.481972], [-1.486049, 1.803527, -2.612474], [-0.425656, 1.518988, -1.635494], [0.265283, 2.692375, -1.187710], [0.988754, 2.396743, 0.156291], [0.204701, 1.539685, 1.091320], [0.800973, 1.226452, 2.376965], [0.909043, 2.561792, 3.287265], [2.038923, 3.251337, 2.807814], [2.268762, 4.545566, 3.350082], [-1.250521, 2.456022, -3.453225], [-2.211900, 2.447088, -2.115403], [-1.878706, 0.842574, -2.944870], [-0.432817, 3.499999, -0.967454], [0.998386, 3.003304, -1.932010], [1.380868, 3.328812, 0.563235], [1.934601, 1.941114, -0.136735], [-0.652244, 2.051791, 1.244571], [1.690540, 0.687112, 2.051583], [0.202218, 0.453393, 2.858610], [0.898014, 2.371670, 4.360502], [0.018587, 3.187603, 3.227802], [2.884886, 5.157932, 2.691669], [2.728577, 4.568098, 4.338092], [1.374124, 5.159654, 3.453067], [2.476439, -2.113163, 2.491308], [1.989259, -2.078149, 1.043191], [2.360964, -3.321010, 0.129063], [0.603051, -2.202226, 0.922661], [2.232484, -2.996513, 3.081451], [2.213813, -1.244785, 3.095493], [3.558151, -2.025853, 2.389375], [2.305757, -1.216197, 0.455870], [2.139148, -4.310977, 0.527645], [3.403079, -3.327918, -0.190346], [1.908023, -3.395140, -0.859593], [0.433905, -2.682114, 1.736723], [-0.557704, -4.160411, -3.594826], [-0.360710, -2.627629, -3.487392], [-1.353030, -2.011228, -4.400569], [-0.691140, -2.214699, -2.209449], [-1.552669, -4.448076, -3.255142], [-0.039222, -4.836560, -2.915052], [-0.346162, -4.493183, -4.611001], [0.672056, -2.405179, -3.755754], [-2.382879, -2.174973, -4.083227], [-1.268733, -2.350206, -5.433087], [-1.156282, -0.941218, -4.467368], [-1.622360, -2.378517, -2.043335]],
  "forces_ev_per_a": [[-0.57, 0.53, 0.62], [-1.23, 7.40, -2.13], [4.00, -3.65, -5.39], [5.19, -0.95, 4.68], [-7.10, -3.15, 2.37], [-0.42, 0.07, -0.02], [0.97, -2.37, -3.41], [-0.01, -2.29, 3.73], [3.11, 3.36, 0.34], [-3.87, 1.82, -0.67], [0.38, 0.43, 1.41], [-0.35, 0.55, -1.34], [-0.60, -0.76, 1.43], [0.58, -0.84, -0.52], [0.50, 0.35, -1.67], [-0.48, 1.43, -0.08], [-0.04, -1.61, -0.69], [0.91, 1.09, 0.47], [-0.42, 0.26, -0.10], [1.12, -0.36, -0.36], [-0.56, -0.60, 0.42], [-0.08, 0.23, 0.19], [-0.38, 0.06, -0.38], [0.05, 0.15, -0.10], [-0.62, 0.41, 0.24], [0.13, -0.85, 0.24], [-0.94, -0.19, 0.11], [0.93, 0.59, 0.97], [-0.40, 0.33, 0.15], [0.86, -0.47, 0.36], [-0.36, -0.14, -0.89], [0.32, -0.52, -0.27], [0.20, -0.50, 0.18], [-0.61, -0.31, -0.06], [1.05, 0.67, -0.67], [0.17, -2.40, -2.28], [1.98, -0.06, -0.08], [-1.60, 1.05, 1.32], [-0.10, -0.27, -0.41], [-0.45, 0.10, -0.32], [0.26, -0.35, 0.36], [0.09, 0.40, 0.54], [0.00, 0.16, 0.73], [0.60, -0.08, 0.52], [-0.87, 1.02, 0.22], [-1.30, -0.04, -0.05], [0.08, -0.50, 0.32], [-0.82, -2.35, 0.00], [-0.04, 1.17, -1.73], [1.57, 0.67, 1.26], [-0.63, 0.44, -0.70], [1.08, 0.57, 0.13], [-0.28, -0.15, -0.06], [0.02, 0.42, 0.30], [0.08, -0.04, 0.21], [0.04, -0.30, -0.10], [-0.26, 0.20, 0.22], [-0.86, 0.17, 0.46]],
  "nbo_charge": [0.8812, 0.8412, -0.7493, -0.6233, -0.4014, -0.8065, -0.0393, -0.0105, -0.0694, -0.0163, -0.2539, -0.5729, -0.0612, -0.2369, -0.7293, -0.2314, -0.0860, -0.5526, -0.2505, 0.1558, 0.1958, 0.2062, 0.1766, 0.1604, 0.1874, 0.1673, 0.4627, 0.1851, 0.2153, 0.1543, 0.1958, 0.1806, 0.1590, 0.1685, -0.6574, 0.0890, -0.6323, -0.7142, 0.2079, 0.2314, 0.2189, 0.1867, 0.1971, 0.1823, 0.2308, 0.4703, -0.6391, 0.0963, -0.6267, -0.7583, 0.2081, 0.2082, 0.1929, 0.1677, 0.2217, 0.1932, 0.2098, 0.5133]
}

Number 1: total energy -1451.94121 Ha. Number 2: total energy -2762.76885 Ha.